# CH2BrOP

The molecule CH2BrOP (ωB97M-V/def2-TZVPD, the Open Molecules 2025 dataset).

Each line ends with the Löwdin charge.
Element x y z (Å)
C1 -0.709 0.100 -0.924  -0.53
O1 0.442 -0.119 2.219  -0.62
P1 1.661 -0.454 1.519  0.61
Br1 0.959 0.901 -0.591  0.60
H1 -1.694 0.206 -0.502  -0.02
H2 -0.659 -0.634 -1.721  -0.04

Output
largest force on an atom = 2.400 eV/A
multiplicity = 1
LUMO energy (alpha / beta) = -0.96 / -1.31 eV
charge = 0
orbital gap (alpha / beta) = 7.2 / 5.1 eV



# CH2Cl2N2

The molecule CH2Cl2N2 (ωB97M-V/def2-TZVPD, the Open Molecules 2025 dataset).

Each line ends with the Löwdin charge.
Element x y z (Å)
N1 1.172 0.031 0.029  0.10
C1 -0.167 -0.210 0.004  -0.91
Cl1 -0.811 -1.862 0.112  0.62
N2 -0.810 0.896 -0.094  -0.42
Cl2 -2.537 0.816 0.117  0.49
H1 1.399 0.983 -0.172  0.11
H2 1.753 -0.652 0.003  0.00

Output
largest force on an atom = 7.035 eV/A
structure (SMILES) = N/C(Cl)=N/Cl
multiplicity = 1
LUMO energy = 0.64 eV
charge = 0
orbital gap = 10.0 eV



# CH2Cl2N2

A cluster of 2 separate species, CH2Cl2N2 in total (ωB97M-V/def2-TZVPD, the Open Molecules 2025 dataset).

Each line ends with the Löwdin charge.
Element x y z (Å)
C1 -0.360 0.928 0.704  -0.14
N1 -0.906 -1.370 -2.085  -0.51
N2 0.787 0.910 1.156  -0.48
Cl1 0.142 -2.218 -1.313  0.55
Cl2 1.970 -0.062 0.461  0.54
H1 -0.551 0.349 -0.112  -0.01
H2 -1.082 1.463 1.189  0.05

Output
largest force on an atom = 3.388 eV/A
multiplicity = 1
LUMO energy (alpha / beta) = -1.15 / -1.21 eV
charge = 0
orbital gap (alpha / beta) = 8.6 / 8.5 eV